DFT (ωB97M-V/def2-TZVPD) results for a cluster of 6 separate species, H12O6 in total.

The value obtained for the LUMO energy is 0.23 eV. For the energy above the lowest of the compared OMol25 structures with the same formula, charge and spin, the calculation gives 145.12 kJ/mol. Its total energy is -458.6172 a.u.

Geometry as XYZ:
```
18
Properties=species:S:1:pos:R:3:forces:R:3:mulliken_charge:R:1
O 3.1748 3.5403 3.2828 -0.4 -0.1 -0.1 -0.62
H 2.9285 4.0327 2.4974 -0.1 -0.1 -0.2 0.31
H 3.9555 3.9895 3.5979 0.6 0.3 0.3 0.32
O 8.9011 8.4875 3.5892 1.9 -0.3 0.5 -0.62
H 9.7021 7.9816 3.8770 -1.0 0.9 -0.4 0.30
H 8.2536 7.8043 3.4566 -1.0 -0.6 -0.1 0.35
O 6.5362 6.7034 3.6666 3.1 -0.3 1.1 -0.63
H 6.3630 5.8061 3.9454 -0.5 -0.3 -0.3 0.32
H 5.7675 7.0680 3.2947 -1.8 0.4 -0.8 0.36
O 8.4329 3.9943 3.9344 1.8 -0.3 -0.2 -0.67
H 8.7302 4.9048 4.1021 -0.1 -0.4 -0.2 0.31
H 9.1579 3.5331 3.4466 -0.8 0.7 0.6 0.32
O 6.0262 3.8119 3.2725 0.1 1.4 0.2 -0.71
H 5.4949 3.0588 3.1047 -0.3 -1.4 -0.1 0.35
H 6.9308 3.6215 3.6041 -0.6 -0.2 -0.3 0.37
O 4.0453 7.2377 3.3510 -0.8 -0.3 -1.2 -0.71
H 3.5359 6.4329 3.0979 0.5 1.0 0.9 0.30
H 4.0519 7.4122 4.2921 -0.5 -0.5 0.3 0.34
```
Positions in Å, forces in eV/Å.

=====

DFT (ωB97M-V/def2-TZVPD) results for a structure of composition C64H58HfN2O2P3S2.

Its charge is +1. The value obtained for the LUMO energy is -3.51 eV. For the energy above the lowest of the compared OMol25 structures with the same formula, charge and spin, the calculation gives 0.00 kJ/mol. Its total energy is -4602.1624 a.u.

Geometry as XYZ:
```
132
Properties=species:S:1:pos:R:3:forces:R:3:mulliken_charge:R:1
Hf 0.4783 0.6201 0.9336 -0.7 0.1 1.6 -0.82
S -2.1389 0.3506 0.6389 0.1 -0.1 0.0 -0.84
P -1.6970 -0.9447 2.1652 0.1 -0.1 0.1 1.25
C -0.1770 -0.4614 2.7887 -0.4 0.3 -0.2 -1.32
P -0.1504 0.8299 3.9216 0.2 -0.2 0.0 2.47
S 1.0054 2.2387 3.0384 0.1 0.0 -0.3 -0.47
C -1.7056 1.6516 4.3728 0.0 0.0 0.0 0.76
C -2.3724 1.3209 5.5500 0.0 0.0 0.0 -0.57
C -3.5748 1.9340 5.8629 0.0 0.0 0.0 -0.81
C -4.1204 2.8754 5.0018 0.0 0.0 0.0 -0.76
C -3.4585 3.2089 3.8284 0.0 0.0 0.0 -0.79
C -2.2515 2.6056 3.5162 0.0 0.0 0.0 -0.36
C 0.5851 0.3352 5.4956 0.0 0.0 0.0 0.18
C 0.8517 1.2908 6.4746 0.0 0.0 0.0 -0.48
C 1.4319 0.9081 7.6706 0.0 0.0 0.0 -0.72
C 1.7466 -0.4282 7.8944 0.0 0.0 0.0 -0.53
C 1.4844 -1.3790 6.9213 0.0 0.0 0.0 -0.87
C 0.9051 -0.9971 5.7187 0.0 0.0 0.0 0.03
C -3.0555 -1.0429 3.3528 -0.1 0.0 -0.1 1.18
C -2.8731 -1.8510 4.4730 0.0 0.0 0.0 -0.57
C -3.9015 -2.0017 5.3865 0.0 0.0 0.0 -0.78
C -5.1122 -1.3512 5.1804 0.0 0.0 0.0 -0.57
C -5.2920 -0.5487 4.0643 0.0 0.0 0.0 -0.87
C -4.2639 -0.3937 3.1456 0.0 0.1 0.0 -0.16
C -1.6132 -2.6159 1.4741 0.1 0.0 0.1 0.89
C -2.5635 -3.0473 0.5541 0.0 0.0 0.0 -0.54
C -2.5333 -4.3527 0.0906 0.0 0.0 0.0 -0.71
C -1.5538 -5.2277 0.5419 0.0 0.0 0.0 -0.59
C -0.5967 -4.7943 1.4488 0.0 0.0 0.0 -0.66
C -0.6244 -3.4881 1.9157 0.0 0.0 0.0 -0.15
H -1.9567 0.5837 6.2259 0.0 0.0 0.0 0.45
H -4.0851 1.6734 6.7808 0.0 0.0 0.0 0.45
H -5.0591 3.3545 5.2483 0.0 0.0 0.0 0.42
H -3.8741 3.9499 3.1575 0.0 0.0 0.0 0.52
H -1.7315 2.8869 2.6089 0.0 0.0 0.0 -0.05
H 0.6042 2.3316 6.2982 0.0 0.0 0.0 0.42
H 1.6392 1.6486 8.4315 0.0 0.0 0.0 0.43
H 2.1991 -0.7247 8.8316 0.0 0.0 0.0 0.39
H 1.7308 -2.4181 7.0959 0.0 0.0 0.0 0.45
H 0.7079 -1.7243 4.9393 0.0 0.0 0.0 0.24
H -1.9276 -2.3590 4.6306 0.0 0.0 0.0 0.30
H -3.7619 -2.6295 6.2567 0.0 0.0 0.0 0.46
H -5.9175 -1.4728 5.8931 0.0 0.0 0.0 0.43
H -6.2327 -0.0370 3.9090 0.0 0.0 0.0 0.46
H -4.3936 0.2435 2.2794 0.0 0.0 0.0 0.45
H -3.3233 -2.3612 0.1984 0.0 0.0 0.0 0.50
H -3.2750 -4.6880 -0.6225 0.0 0.0 0.0 0.47
H -1.5347 -6.2488 0.1828 0.0 0.0 0.0 0.45
H 0.1732 -5.4731 1.7920 0.0 0.0 0.0 0.45
H 0.1320 -3.1301 2.6037 0.0 0.0 0.0 0.16
O 0.8033 -1.3372 0.0726 0.1 0.0 0.1 -0.73
C 0.5684 -0.9129 -1.1077 0.0 -0.1 -0.1 1.90
O 0.3778 0.3395 -1.2313 0.1 -0.2 -0.5 0.88
C 0.5245 -1.8636 -2.2312 -0.1 0.0 -0.1 -0.10
C 0.4778 -3.2130 -1.8770 0.1 0.1 0.0 -0.52
C 0.4338 -4.1880 -2.8533 0.0 -0.1 0.0 -0.86
C 0.4546 -3.8122 -4.1867 0.0 0.0 0.0 -1.06
C 0.5076 -2.4726 -4.5429 0.0 0.1 0.1 -0.77
C 0.5233 -1.4635 -3.5829 0.0 0.0 0.1 0.75
P 0.5884 0.3216 -4.0744 0.0 0.1 -0.1 0.85
C -1.2035 0.6870 -4.2008 0.0 -0.1 0.1 0.38
C -2.1852 -0.0818 -3.5808 0.0 0.1 0.0 -0.28
C -3.5214 0.2906 -3.6506 0.0 0.0 0.0 -0.50
C -3.8945 1.4290 -4.3470 0.0 0.0 0.0 -0.57
C -2.9230 2.2005 -4.9719 0.0 0.0 0.0 -0.89
C -1.5892 1.8377 -4.8899 0.0 0.0 0.0 -0.35
C 1.0543 0.2162 -5.8439 -0.1 -0.1 0.0 -0.35
C 0.1552 0.0796 -6.9016 0.0 -0.1 0.0 -0.05
C 0.6133 -0.0023 -8.2076 0.0 0.0 0.0 -0.76
C 1.9757 0.0491 -8.4738 0.0 0.0 0.0 -0.51
C 2.8781 0.1935 -7.4319 0.0 0.0 0.0 -0.70
C 2.4160 0.2875 -6.1277 0.0 0.0 0.0 -0.41
H 0.4767 -3.4772 -0.8281 0.0 0.0 0.0 0.46
H 0.3905 -5.2326 -2.5750 0.0 0.0 0.0 0.45
H 0.4265 -4.5655 -4.9636 0.0 0.0 0.0 0.40
H 0.5305 -2.2152 -5.5903 0.0 0.1 -0.1 0.47
H -1.9176 -0.9795 -3.0397 0.0 0.0 0.0 0.28
H -4.2718 -0.3182 -3.1624 0.0 0.0 0.0 0.43
H -4.9370 1.7128 -4.4094 0.0 0.0 0.0 0.40
H -3.2050 3.0883 -5.5236 0.0 0.0 0.0 0.44
H -0.8399 2.4474 -5.3833 0.0 0.0 0.0 0.43
H -0.9086 0.0372 -6.7024 0.0 0.0 0.0 0.42
H -0.0939 -0.1085 -9.0198 0.0 0.0 0.0 0.43
H 2.3311 -0.0153 -9.4938 0.0 0.0 0.0 0.39
H 3.9399 0.2454 -7.6351 0.0 0.0 0.0 0.42
H 3.1217 0.4190 -5.3145 0.0 0.0 0.0 0.34
C 3.6470 -0.1212 3.1729 0.0 0.1 0.1 -1.29
C 4.0409 -0.8118 1.9035 0.0 0.0 -0.1 0.90
C 4.8579 -1.9352 1.9575 0.0 0.0 0.0 -1.06
C 5.2395 -2.6029 0.8077 0.0 0.0 0.0 -1.08
C 4.8210 -2.1381 -0.4243 0.0 0.0 0.0 -1.13
C 4.0178 -1.0074 -0.5341 0.0 0.0 0.1 1.47
C 3.6491 -0.5381 -1.9124 0.0 0.0 -0.1 -0.97
C 3.6284 -0.3607 0.6445 0.1 -0.1 0.1 -0.79
N 2.7331 0.7739 0.5518 0.3 0.3 -0.5 0.96
C 3.1377 1.8563 -0.0110 0.1 -0.2 0.0 1.26
C 4.5601 2.1319 -0.3739 0.0 0.0 0.0 -2.44
C 2.1335 2.9474 -0.2732 -0.1 0.2 0.1 1.41
C 2.5963 4.1768 -0.9836 0.0 0.0 -0.1 -2.27
N 0.9334 2.7639 0.1370 0.4 0.2 -0.4 0.64
C -0.0106 3.8558 0.1587 0.0 0.1 0.1 -0.88
C 0.2271 4.9467 1.0093 -0.1 0.0 -0.1 1.62
C 1.5416 5.2460 1.6774 -0.1 0.0 0.2 -2.05
C -0.7996 5.8737 1.1705 0.0 0.0 0.0 -0.88
C -1.9910 5.7580 0.4799 0.0 0.0 0.0 -1.16
C -2.1569 4.7308 -0.4327 0.0 0.0 0.0 -0.43
C -1.1722 3.7682 -0.6164 0.0 0.0 0.1 0.12
C -1.3399 2.7260 -1.6765 0.0 0.0 -0.1 -0.66
H 4.2381 -0.5013 4.0046 0.0 0.0 0.0 0.55
H 2.5954 -0.2981 3.3998 0.0 0.0 0.0 0.06
H 3.7825 0.9585 3.1167 0.0 0.0 0.0 0.20
H 5.1949 -2.2857 2.9248 0.0 0.0 0.0 0.47
H 5.8691 -3.4802 0.8726 0.0 0.0 0.0 0.45
H 5.1208 -2.6521 -1.3294 0.0 0.0 0.0 0.53
H 3.3501 -1.3870 -2.5283 0.0 0.0 0.0 0.62
H 4.5151 -0.0791 -2.3977 0.0 0.0 0.0 0.59
H 2.8356 0.1847 -1.9379 0.0 0.0 0.0 -0.43
H 5.2029 1.2886 -0.1432 0.0 0.0 0.0 0.39
H 4.9012 3.0017 0.1928 0.0 0.0 0.0 0.59
H 4.6529 2.3797 -1.4311 0.0 0.0 0.0 0.41
H 3.0011 3.8920 -1.9567 0.0 0.0 0.0 0.62
H 3.3878 4.6858 -0.4328 0.0 0.0 0.0 0.41
H 1.7694 4.8650 -1.1357 0.0 0.0 0.0 0.40
H 1.3807 5.5401 2.7134 0.0 0.0 0.0 0.56
H 2.0256 6.0822 1.1656 0.0 0.0 0.0 0.41
H 2.2349 4.4099 1.6872 0.0 0.0 0.1 0.15
H -0.6407 6.7107 1.8390 0.0 0.0 0.0 0.51
H -2.7727 6.4929 0.6202 0.0 0.0 0.0 0.45
H -3.0581 4.6722 -1.0304 0.0 0.0 0.0 0.54
H -2.0259 3.0830 -2.4424 0.0 0.0 0.0 0.81
H -1.7460 1.7950 -1.2851 0.0 0.0 -0.1 -0.15
H -0.3930 2.4801 -2.1550 0.0 0.0 0.0 -0.14
```
Positions in Å, forces in eV/Å.

=====

DFT (ωB97M-V/def2-TZVPD) results for a structure of composition C45H43N6O5PS2Y.

Its charge is +1. The value obtained for the LUMO energy is -2.39 eV. For the energy above the lowest of the compared OMol25 structures with the same formula, charge and spin, the calculation gives 0.00 kJ/mol. Its total energy is -3621.4742 a.u.

Geometry as XYZ:
```
103
Properties=species:S:1:pos:R:3:forces:R:3:mulliken_charge:R:1
Y -0.5167 0.9226 -0.5928 -0.6 -2.4 -0.6 0.16
C -7.4799 6.0363 -0.5638 0.2 -0.1 -0.1 -1.42
C -6.1926 5.2328 -0.6016 -0.2 0.1 0.0 1.01
C -6.2175 3.8372 -0.5560 -0.2 0.0 0.0 -0.95
C -5.0469 3.0997 -0.5963 0.2 0.0 0.0 -0.68
C -3.8318 3.7752 -0.6837 -0.4 0.4 0.0 -0.57
C -3.7698 5.1713 -0.7358 -0.1 -0.3 0.0 -0.33
C -4.9584 5.8838 -0.6893 0.0 0.1 0.0 -0.77
S -2.3600 2.8660 -0.7871 -0.2 0.4 -0.4 3.05
O -2.0695 2.2355 0.5282 -0.1 0.2 -0.2 -0.76
O -1.3040 3.7218 -1.2754 -0.4 0.2 0.2 -0.76
N -2.5096 1.5868 -1.7331 -0.2 0.6 -0.6 -0.23
C -2.3722 1.9147 -3.1328 0.3 -0.1 0.7 0.07
C -3.4008 2.3680 -3.8960 -0.6 0.0 -0.3 -0.58
C -3.2214 2.6744 -5.2729 -0.4 0.0 0.3 -0.92
C -1.9981 2.5604 -5.8478 0.4 0.1 -0.2 -0.92
C -0.8884 2.1387 -5.0656 0.1 0.0 -0.3 0.77
C 0.4283 2.0652 -5.5783 -0.2 0.1 -0.3 -0.76
C 1.4545 1.6833 -4.7700 0.2 0.0 -0.1 -1.29
C 1.1701 1.3497 -3.4391 0.0 -0.1 0.1 -0.18
N -0.0358 1.3727 -2.9288 -0.5 0.3 -0.4 1.01
C -1.0805 1.7896 -3.7218 0.2 -0.1 0.4 0.17
H -8.3557 5.3906 -0.4669 0.1 0.1 0.0 0.34
H -7.5938 6.6288 -1.4780 0.0 -0.1 0.1 0.33
H -7.4761 6.7369 0.2761 0.0 -0.1 -0.1 0.35
H -7.1740 3.3230 -0.4925 0.1 0.1 0.0 0.29
H -5.0676 2.0114 -0.5698 0.0 0.2 0.0 0.42
H -2.8061 5.6696 -0.8188 -0.2 -0.1 0.0 0.56
H -4.9306 6.9709 -0.7282 0.0 -0.2 0.0 0.40
H -4.3772 2.4962 -3.4320 0.2 0.0 -0.1 0.55
H -4.0719 3.0110 -5.8610 0.1 0.0 0.1 0.42
H -1.8432 2.8146 -6.8944 0.0 -0.1 0.2 0.41
H 0.6084 2.3278 -6.6182 0.0 0.0 0.1 0.43
H 2.4740 1.6278 -5.1296 -0.1 0.0 0.0 0.47
H 1.9742 1.0574 -2.7739 0.0 0.0 0.0 0.50
O 0.8059 4.1925 0.9119 0.1 0.0 -0.1 -0.68
C 0.8484 2.9982 0.8612 0.5 -0.6 -0.1 0.74
O 0.9981 2.2434 -0.2524 0.8 1.9 0.9 -0.68
C 0.7913 2.0906 2.1056 0.2 -0.2 -0.7 -1.43
P 1.3240 0.4051 1.5183 0.5 0.1 1.3 2.42
C 3.1384 0.6242 1.2728 0.1 -0.3 0.0 0.48
C 3.9070 -0.5452 1.3525 0.0 0.0 0.0 -0.36
C 5.2946 -0.5017 1.2800 0.0 0.0 0.0 -0.27
C 5.9403 0.7174 1.1148 0.0 0.0 0.0 -0.93
C 5.1902 1.8775 0.9805 -0.1 0.0 0.0 -0.73
C 3.7980 1.8370 1.0511 0.1 -0.1 0.1 -1.00
C 1.2482 -0.5342 3.1062 0.0 -0.1 0.2 0.60
C 0.0885 -1.2740 3.3539 0.0 0.0 0.1 -0.27
C -0.0877 -1.9476 4.5622 0.0 0.1 -0.1 -0.34
C 0.9014 -1.9028 5.5358 0.1 0.0 0.0 -0.74
C 2.0608 -1.1669 5.3058 0.0 0.1 -0.2 -0.74
C 2.2307 -0.4803 4.1030 -0.1 -0.1 0.1 -0.29
H -0.2290 2.0522 2.4824 -0.1 0.0 0.1 0.40
H 1.4319 2.4758 2.8839 0.2 0.1 0.3 0.54
H 3.4115 -1.5056 1.4979 0.1 0.2 0.0 0.45
H 5.8671 -1.4216 1.3723 -0.1 0.4 0.0 0.25
H 7.0248 0.7628 1.0882 -0.1 0.0 0.0 0.40
H 5.6852 2.8316 0.8295 -0.1 -0.1 0.0 0.44
H 3.2613 2.7653 0.9285 -0.1 0.0 0.1 0.36
H -0.6838 -1.3105 2.5914 0.1 0.0 0.0 -0.23
H -1.0034 -2.5016 4.7474 0.1 0.1 0.0 0.47
H 0.7674 -2.4300 6.4773 0.0 0.1 -0.1 0.42
H 2.8325 -1.1139 6.0700 -0.1 0.0 -0.1 0.45
H 3.1341 0.1008 3.9493 -0.1 -0.1 0.0 0.48
C -3.4702 -2.2587 1.2987 -0.2 -0.3 0.1 -1.72
C -2.6789 -1.6618 0.1803 0.2 -0.1 -0.2 0.44
O -1.9402 -0.6972 0.3806 0.1 0.2 -0.1 -0.34
N -2.8184 -2.2179 -1.0335 0.1 0.2 0.0 0.07
C -2.2034 -1.6834 -2.2532 0.2 -0.4 0.4 -0.62
C -0.7362 -2.0105 -2.3674 0.0 0.1 0.2 0.56
C -0.2945 -3.0756 -3.1249 0.0 -0.2 -0.2 -0.95
C 1.0627 -3.3593 -3.1711 0.0 -0.2 -0.1 -0.93
C 1.9325 -2.5784 -2.4371 0.3 -0.1 -0.1 -0.85
C 1.4140 -1.5329 -1.7051 -0.2 0.1 0.1 -0.82
N 0.1109 -1.2323 -1.6795 0.3 -0.2 0.0 1.72
H -3.1576 -1.8130 2.2389 0.0 0.0 0.0 0.27
H -3.3345 -3.3443 1.3309 -0.1 0.1 0.0 0.43
H -4.5328 -2.0516 1.1466 0.1 0.0 0.0 0.41
H -3.4176 -3.0163 -1.1129 -0.1 -0.2 0.0 0.29
H -2.3534 -0.6206 -2.2584 -0.1 0.6 0.0 -0.38
H -2.7347 -2.0995 -3.0956 -0.2 -0.1 -0.2 0.75
H -1.0112 -3.6800 -3.6750 0.1 0.1 0.1 0.54
H 1.4307 -4.1922 -3.7608 0.0 0.1 0.1 0.45
H 2.9999 -2.7792 -2.4139 -0.2 0.0 0.0 0.58
H 2.0635 -0.9205 -1.0927 0.1 0.1 0.0 0.20
N -0.2427 -4.7877 2.7431 0.1 0.2 -0.4 -0.33
C 0.8516 -4.2866 2.1089 0.1 0.1 0.0 -0.23
S 0.6872 -3.3621 0.7087 -0.1 -0.4 0.5 0.06
N 2.0034 -4.6188 2.7314 0.6 0.4 -0.6 0.03
C 3.3797 -4.3408 2.4336 -0.5 0.0 0.1 0.34
C 4.2779 -4.5847 3.4703 0.0 0.0 0.1 -0.61
C 5.6367 -4.3789 3.2917 0.0 0.0 0.0 -0.75
C 6.1211 -3.9179 2.0725 0.0 -0.1 0.0 -0.34
C 5.2242 -3.6773 1.0427 -0.1 -0.2 -0.1 -0.41
C 3.8549 -3.8869 1.2078 0.2 -0.2 0.0 -0.39
H -1.1295 -4.4448 2.4267 -0.1 0.0 0.0 0.17
H -0.1913 -5.1606 3.6746 0.0 0.0 0.1 0.21
H 1.8910 -5.1164 3.5908 0.0 -0.2 0.4 0.24
H 3.9063 -4.9374 4.4313 0.1 0.1 -0.1 0.32
H 6.3189 -4.5821 4.1096 -0.1 0.0 -0.1 0.39
H 7.1855 -3.7526 1.9300 -0.2 0.0 0.0 0.46
H 5.5885 -3.3199 0.0827 -0.1 -0.1 0.1 0.43
H 3.1684 -3.7091 0.3947 0.0 0.0 0.0 0.47
```
Positions in Å, forces in eV/Å.